Here is a 2-piece molecular cluster, C4H6O2 overall from the OMol25 dataset. Energies are from ωB97M-V with the def2-TZVPD basis set.

Calculated total energy ... -8336.9952 eV
Molar mass ... 86.09 g mol⁻¹
HOMO ... -9.4 eV
Gap between HOMO and LUMO ... 10.238 eV
LUMO level ... 0.8 eV

```
12
Properties=species:S:1:pos:R:3:forces:R:3
C -0.806908 -0.501351 1.362673 0.05 0.18 -0.02
C -0.341521 0.642176 0.889946 -0.10 -0.23 0.03
C -0.079289 1.650787 -0.094104 -0.10 -0.01 -0.33
O 0.366371 1.716620 1.300078 0.04 -0.06 0.25
H -1.383976 -1.156641 0.717094 0.12 0.17 0.11
H -0.647555 -0.781357 2.399763 -0.02 0.07 -0.18
H -0.853985 2.366812 -0.359187 0.11 -0.08 0.07
H 0.713076 1.503864 -0.824764 -0.13 0.04 0.14
C 0.762255 -1.363655 -1.342929 -0.16 0.22 -0.28
O 0.236462 -0.651906 -2.162984 0.27 -0.40 0.36
H 1.572528 -1.004461 -0.680029 -0.07 -0.01 -0.11
H 0.462542 -2.420888 -1.205558 0.00 0.12 -0.04
```
Positions in Å, forces in eV/Å.